1.
{
  "formula": "H24O12",
  "method": "the ωB97M-V functional and the def2-TZVPD basis",
  "total_charge": 0,
  "spin_multiplicity": 1,
  "smiles": "O.O.O.O.O.O.O.O.O.O.O.O",
  "homo_lumo_gap_ev": 9.26,
  "e_above_lowest_ev": 2.023,
  "energy_ha": -917.25101,
  "elements": ["O", "O", "O", "O", "O", "O", "O", "O", "O", "O", "O", "O", "H", "H", "H", "H", "H", "H", "H", "H", "H", "H", "H", "H", "H", "H", "H", "H", "H", "H", "H", "H", "H", "H", "H", "H"],
  "xyz": [[-31.470, -0.440, -22.478], [-28.632, -2.207, -24.135], [-32.309, -5.187, -21.465], [-31.187, -6.899, -23.717], [-29.432, -5.233, -25.066], [-29.777, -6.721, -21.200], [-30.359, -3.771, -22.846], [-28.678, -2.883, -26.830], [-26.991, -4.180, -24.885], [-28.600, -4.009, -20.642], [-33.093, -2.569, -21.584], [-29.698, -1.345, -20.655], [-27.931, -4.353, -24.913], [-29.783, -4.800, -24.260], [-32.243, -6.031, -21.050], [-32.128, -0.148, -21.807], [-29.021, -1.984, -20.623], [-30.798, -0.781, -21.879], [-26.836, -3.366, -25.405], [-32.979, -3.449, -21.962], [-28.992, -6.302, -21.577], [-30.784, -6.704, -22.897], [-28.735, -1.274, -24.003], [-27.654, -3.884, -20.879], [-30.912, -6.221, -24.318], [-29.460, -7.601, -21.281], [-28.643, -2.384, -25.961], [-30.384, -1.777, -20.132], [-31.477, -5.029, -21.913], [-32.471, -2.033, -22.086], [-29.693, -3.927, -22.140], [-28.549, -3.996, -19.676], [-28.226, -2.349, -27.496], [-27.775, -2.461, -23.817], [-29.874, -3.157, -23.358], [-29.521, -4.570, -25.747]]
}

---

2.
{
  "formula": "C3H7N2",
  "method": "the ωB97M-V functional and the def2-TZVPD basis",
  "total_charge": 1,
  "spin_multiplicity": 1,
  "smiles": "CC(C)=[N+]=N",
  "homo_lumo_gap_ev": 10.00,
  "e_above_lowest_ev": 3.087,
  "energy_ha": -227.64090,
  "elements": ["N", "N", "C", "C", "C", "H", "H", "H", "H", "H", "H", "H"],
  "xyz": [[0.475, -0.936, 0.707], [0.818, -1.551, 1.658], [-0.931, -0.377, -1.082], [0.316, 1.453, 0.189], [0.018, -0.062, 0.012], [-0.782, 1.808, 0.427], [-1.632, 0.460, -1.136], [-0.288, -0.477, -2.058], [1.716, -2.113, 1.698], [1.024, 1.395, 1.029], [-1.512, -1.338, -0.700], [0.777, 1.738, -0.744]]
}

---

3.
{
  "formula": "C5H13O3",
  "method": "the ωB97M-V functional and the def2-TZVPD basis",
  "total_charge": -1,
  "spin_multiplicity": 1,
  "homo_lumo_gap_ev": 7.23,
  "e_above_lowest_ev": 0.847,
  "energy_ha": -424.00251,
  "elements": ["O", "O", "O", "C", "C", "C", "C", "C", "H", "H", "H", "H", "H", "H", "H", "H", "H", "H", "H", "H", "H"],
  "xyz": [[1.068, 1.775, 2.798], [-0.498, 0.016, 1.898], [-0.086, -2.651, -1.633], [-0.569, 1.357, -0.224], [0.997, -0.540, -0.727], [0.729, -2.073, -0.632], [-1.291, 0.718, 0.995], [-0.177, 0.305, -1.266], [1.609, -2.686, -0.476], [1.820, -0.296, -1.410], [1.294, 1.803, 1.859], [-1.156, 2.200, -0.608], [-0.990, -0.323, -1.641], [0.335, 1.867, 0.115], [0.062, 0.841, -2.184], [0.222, 0.758, 2.298], [-1.982, 0.015, 0.490], [-1.970, 1.405, 1.521], [0.207, -2.076, 0.339], [1.236, -0.296, 0.301], [-0.859, -2.118, -1.813]]
}

---

4.
{
  "formula": "C34H94ClN8O13",
  "method": "the ωB97M-V functional and the def2-TZVPD basis",
  "total_charge": -1,
  "spin_multiplicity": 1,
  "homo_lumo_gap_ev": 8.26,
  "energy_ha": -3227.70748,
  "elements": ["Cl", "O", "O", "O", "O", "O", "O", "O", "O", "O", "O", "O", "O", "O", "N", "N", "N", "N", "N", "N", "N", "N", "C", "C", "C", "C", "C", "C", "C", "C", "C", "C", "C", "C", "C", "C", "C", "C", "C", "C", "C", "C", "C", "C", "C", "C", "C", "C", "C", "C", "C", "C", "C", "C", "C", "C", "H", "H", "H", "H", "H", "H", "H", "H", "H", "H", "H", "H", "H", "H", "H", "H", "H", "H", "H", "H", "H", "H", "H", "H", "H", "H", "H", "H", "H", "H", "H", "H", "H", "H", "H", "H", "H", "H", "H", "H", "H", "H", "H", "H", "H", "H", "H", "H", "H", "H", "H", "H", "H", "H", "H", "H", "H", "H", "H", "H", "H", "H", "H", "H", "H", "H", "H", "H", "H", "H", "H", "H", "H", "H", "H", "H", "H", "H", "H", "H", "H", "H", "H", "H", "H", "H", "H", "H", "H", "H", "H", "H", "H", "H"],
  "xyz": [[0.132, -0.060, 0.846], [4.971, -0.281, 4.668], [-0.276, -5.852, -4.177], [3.643, 2.906, -1.906], [-5.079, 3.669, 2.829], [-0.466, 1.111, 0.219], [2.341, -0.983, 8.152], [-5.227, 1.131, -1.492], [-4.177, 4.528, -3.051], [2.263, -2.027, -3.935], [0.566, 0.373, 2.156], [2.481, -5.375, 4.411], [-0.816, -1.101, 1.060], [1.272, -0.454, 0.037], [-0.435, -3.142, -3.741], [3.771, -2.921, 4.198], [-2.618, 3.251, 1.251], [-3.727, 0.179, 0.511], [0.912, -0.946, 5.423], [2.063, 4.246, -3.979], [0.741, -2.375, -6.341], [-2.733, 2.419, -1.539], [-5.986, 1.653, -2.560], [-3.980, -0.761, -0.612], [2.687, 2.523, -5.546], [-2.766, 3.031, 2.729], [2.487, -4.741, 3.151], [1.410, -0.072, 7.637], [4.227, 0.860, 2.717], [2.460, -1.116, -4.971], [-1.389, -3.542, -1.459], [-2.819, 4.174, -3.288], [2.636, -3.227, 3.290], [1.886, -6.648, 4.276], [2.785, -2.585, 1.916], [-0.489, -4.059, -2.553], [-4.797, 5.173, -4.123], [2.097, -1.729, -6.304], [-4.379, -2.113, -0.036], [-0.651, 3.724, -2.123], [2.452, -0.893, 9.552], [3.061, 1.843, -1.155], [3.782, 2.600, -3.278], [5.103, 0.967, 3.949], [-0.953, -5.455, -2.996], [-5.018, -0.239, -1.653], [-6.067, 3.965, 3.775], [0.775, 1.464, 5.748], [2.493, 2.846, -4.068], [-2.184, 3.753, -1.955], [2.161, -0.703, -7.450], [-3.781, 4.005, 3.284], [-1.381, 3.185, 3.389], [2.518, -1.468, -2.661], [-0.041, -7.237, -4.231], [1.557, 0.201, 6.147], [-0.893, 2.231, 3.189], [-5.437, -2.088, 0.247], [-0.202, 3.877, -1.138], [1.711, 2.627, -6.024], [-7.018, 3.708, 3.315], [-4.232, -2.940, -0.740], [-5.976, 3.446, 4.742], [0.576, -2.404, -7.349], [-2.312, 5.099, -3.603], [2.139, -1.203, -8.419], [-4.457, 4.857, -5.119], [4.095, 1.554, -3.393], [1.296, -0.033, -7.444], [1.509, -0.919, 10.108], [-0.847, -7.762, -3.702], [3.491, -0.733, -5.029], [3.044, -0.055, -7.411], [-5.943, -0.834, -1.554], [4.615, 0.161, 1.981], [-0.142, -7.633, -5.246], [-0.056, -0.879, 5.728], [0.007, -2.358, -3.247], [2.021, -7.162, 5.233], [3.574, 0.892, -1.333], [0.890, -0.680, 4.438], [-2.372, 4.510, -1.191], [2.698, -1.513, 2.087], [3.734, -2.731, 1.390], [4.543, 3.269, -3.689], [0.092, -1.620, -6.104], [3.882, -1.900, 4.177], [4.246, 1.841, 2.228], [-4.636, -0.496, -2.654], [2.954, -1.819, 9.846], [0.807, -6.619, 4.103], [2.811, -2.517, -6.566], [0.923, 1.594, 4.676], [5.706, -0.345, 5.284], [-2.810, 3.392, -4.055], [1.768, -0.694, -2.448], [2.019, -2.945, 1.225], [3.548, -1.163, -2.483], [1.536, -4.843, 2.608], [-2.769, 0.050, 0.838], [-5.857, 4.907, -4.125], [1.832, 4.411, -2.998], [-0.423, 4.662, -2.641], [-3.034, -0.779, -1.160], [-0.769, 3.986, 2.975], [2.589, 0.265, 5.805], [3.231, -5.117, 2.432], [-2.918, 1.978, -2.447], [3.211, 2.092, -0.107], [-0.216, 2.848, -2.598], [1.736, -2.866, 3.788], [3.183, 0.665, 2.957], [1.824, -0.226, -4.812], [1.657, 2.260, -3.679], [-1.078, -2.599, -1.004], [2.391, -7.284, 3.541], [2.004, 1.705, -1.388], [2.864, 4.871, -4.077], [-6.676, 2.458, -2.310], [-2.424, 4.264, 1.237], [-1.561, -4.207, -0.601], [-4.209, -0.246, 1.303], [2.182, -2.221, -1.942], [-3.090, 2.001, 2.886], [-0.816, -6.153, -2.167], [-3.478, 5.042, 3.087], [-2.422, -3.430, -1.815], [6.155, 1.001, 3.641], [-2.012, -5.376, -3.291], [4.929, 1.829, 4.596], [2.947, 1.464, -5.639], [-1.392, -2.763, -3.704], [-6.041, 5.017, 4.098], [4.591, -3.049, 3.588], [1.602, 0.909, 8.113], [-4.685, 6.260, -4.054], [-1.646, 2.978, 1.072], [-1.840, 1.934, -1.402], [-0.291, 1.418, 5.985], [3.059, -0.027, 9.831], [-3.860, -2.409, 0.877], [3.401, 3.166, -6.058], [0.535, -4.195, -2.187], [-3.756, 3.896, 4.379], [0.928, -7.567, -3.847], [-5.294, 2.000, -3.333], [1.080, 2.404, 6.227], [-6.628, 0.883, -3.011], [-1.493, 3.330, 4.469], [0.358, -0.287, 7.871]]
}

---

5.
{
  "formula": "C2H10N2",
  "method": "the ωB97M-V functional and the def2-TZVPD basis",
  "total_charge": 0,
  "spin_multiplicity": 1,
  "smiles": "CNC.N",
  "homo_lumo_gap_ev": 9.74,
  "e_above_lowest_ev": 0.365,
  "energy_ha": -191.68397,
  "elements": ["N", "N", "C", "C", "H", "H", "H", "H", "H", "H", "H", "H", "H", "H"],
  "xyz": [[-0.230, 2.375, -0.807], [-0.371, -1.047, -0.260], [-0.515, -0.383, 1.003], [0.861, -1.832, -0.299], [1.775, -1.242, -0.198], [0.326, 0.285, 1.237], [-1.414, 0.237, 1.004], [-1.105, 2.141, -0.350], [0.849, -2.531, 0.541], [-0.648, -1.044, 1.855], [-0.292, -0.311, -0.952], [0.892, -2.496, -1.167], [-0.507, 3.064, -1.495], [0.378, 2.783, -0.112]]
}